# 1
Entry from OMol25: a structure of composition C38H61Cl3KN2P2Si (ωB97M-V/def2-TZVPD).

The geometry in XYZ format:
```
108
Properties=species:S:1:pos:R:3
K 0.711 -0.587 -1.220
C 0.768 -1.628 4.709
C 1.846 -2.120 3.765
C 2.981 -1.339 3.533
C 3.206 -0.073 4.336
C 3.935 -1.745 2.591
C 5.074 -0.818 2.225
C 3.819 -2.997 1.971
C 4.930 -3.489 1.070
C 2.686 -3.786 2.209
C 2.498 -5.108 1.494
C 1.700 -3.347 3.106
C 0.499 -4.227 3.366
H 0.872 -2.070 5.707
H -0.218 -1.888 4.336
H 0.792 -0.545 4.822
H 2.726 0.800 3.875
H 4.268 0.147 4.432
H 2.809 -0.168 5.347
H 5.940 -0.946 2.888
H 4.762 0.226 2.285
H 5.406 -0.991 1.202
H 4.998 -4.576 1.077
H 5.898 -3.105 1.393
H 4.767 -3.170 0.034
H 2.808 -5.950 2.126
H 3.057 -5.146 0.567
H 1.450 -5.256 1.231
H 0.788 -5.279 3.405
H -0.242 -4.118 2.565
H 0.006 -3.992 4.308
C 0.420 4.650 -3.754
C 0.282 3.135 -3.666
C -1.180 2.703 -3.810
P 0.992 2.368 -2.117
C 2.698 3.120 -2.036
C 3.376 2.606 -0.758
C 3.500 2.698 -3.267
C 0.088 3.238 -0.799
C 0.521 4.438 -0.229
C -0.157 5.075 0.802
C 0.337 6.373 1.394
C -1.320 4.462 1.273
C -1.776 3.279 0.733
C -1.098 2.612 -0.324
N -1.495 1.398 -0.801
C -2.823 1.101 -0.874
C -3.809 2.073 -1.197
C -5.125 1.741 -1.442
C -5.569 0.419 -1.382
C -7.005 0.053 -1.684
C -4.630 -0.544 -1.042
C -3.299 -0.239 -0.750
P -2.071 -1.478 -0.257
C -2.893 -2.612 0.988
C -2.797 -1.886 2.335
C -4.305 -3.173 0.811
C -1.793 -2.488 -1.815
C -2.728 -3.654 -2.124
C -1.755 -1.543 -3.016
H -0.031 5.019 -4.681
H 1.466 4.967 -3.740
H -0.095 5.125 -2.913
H 0.853 2.673 -4.478
H -1.786 3.105 -2.993
H -1.275 1.616 -3.783
H -1.598 3.068 -4.755
H 2.661 4.208 -2.009
H 3.433 1.513 -0.775
H 2.817 2.905 0.133
H 4.396 2.996 -0.675
H 3.521 1.607 -3.359
H 4.533 3.056 -3.186
H 3.073 3.106 -4.189
H 1.426 4.907 -0.598
H 1.293 6.663 0.953
H 0.479 6.291 2.476
H -0.369 7.191 1.220
H -1.871 4.921 2.092
H -2.674 2.818 1.134
H -3.501 3.109 -1.286
H -5.826 2.528 -1.708
H -7.580 0.939 -1.957
H -7.490 -0.406 -0.816
H -7.077 -0.657 -2.513
H -4.953 -1.576 -1.001
H -2.196 -3.455 1.017
H -3.402 -0.973 2.312
H -1.769 -1.601 2.550
H -3.167 -2.523 3.148
H -5.050 -2.403 1.024
H -4.464 -3.991 1.521
H -4.488 -3.561 -0.190
H -0.786 -2.900 -1.671
H -3.750 -3.303 -2.305
H -2.747 -4.387 -1.313
H -2.390 -4.167 -3.032
H -2.777 -1.273 -3.302
H -1.264 -2.027 -3.866
H -1.243 -0.600 -2.818
N 1.018 0.444 1.332
H 1.833 0.886 1.736
H 0.620 -0.169 2.034
H 0.330 1.167 1.124
Cl 2.104 -3.161 -1.428
Si 3.538 -1.924 -2.594
Cl 4.106 -3.441 -3.985
Cl 1.993 -0.961 -3.833
```

The orbital gap comes out at 0.22152 Eh. The value obtained for the relative energy (zero: lowest compared OMol25 entry of this formula, charge and spin) is 0.0 kcal per mole. Its spin multiplicity is 1. For the LUMO energy, the calculation gives 2.29 eV. The calculation puts the HOMO energy at -3.74 eV. Its net charge is -1.

# 2
Entry from OMol25: a structure of composition C38H61CsFN3O6Si (ωB97M-V/def2-TZVPD).

The geometry in XYZ format:
```
111
Properties=species:S:1:pos:R:3
Cs 0.365 0.942 -1.503
C -3.385 -0.599 1.262
O -2.985 -0.162 -0.012
C -3.161 -1.097 -1.048
C -2.283 -2.344 -0.925
O -1.214 -2.255 -1.840
C -0.295 -3.320 -1.756
C 0.540 -3.315 -0.480
O 1.622 -2.449 -0.677
C 2.357 -2.182 0.502
H -4.386 -1.055 1.232
H -3.417 0.286 1.897
H -2.679 -1.311 1.704
H -2.883 -0.568 -1.960
H -4.219 -1.398 -1.105
H -2.865 -3.257 -1.127
H -1.907 -2.404 0.102
H 0.392 -3.184 -2.592
H -0.817 -4.284 -1.860
H 0.889 -4.339 -0.269
H -0.058 -2.984 0.380
H 2.770 -3.108 0.925
H 1.750 -1.677 1.259
H 3.173 -1.519 0.217
C 3.664 1.519 1.416
Si 3.676 0.470 2.981
C 4.363 1.608 4.368
C 5.069 -0.834 2.796
N 2.112 -0.109 3.175
C 1.571 -1.033 3.964
C 2.183 -1.648 5.098
C 1.559 -2.614 5.865
C 0.268 -3.043 5.576
C -0.382 -2.470 4.484
C 0.249 -1.514 3.727
F -0.441 -1.011 2.665
H 4.606 2.059 1.279
H 2.851 2.248 1.463
H 3.499 0.895 0.534
H 5.426 1.816 4.213
H 4.252 1.160 5.361
H 3.838 2.568 4.381
H 6.058 -0.369 2.844
H 4.992 -1.353 1.836
H 5.022 -1.597 3.580
H 3.188 -1.320 5.343
H 2.083 -3.046 6.713
H -0.224 -3.799 6.177
H -1.391 -2.767 4.215
C 1.020 3.725 4.572
C -0.185 3.322 3.724
C -1.096 2.401 4.556
C -0.961 4.566 3.292
N 0.358 2.657 2.543
N -0.567 2.199 1.583
H 0.704 4.276 5.461
H 1.693 4.349 3.982
H 1.570 2.835 4.888
H -1.457 2.918 5.449
H -0.544 1.509 4.862
H -1.965 2.084 3.974
H -1.246 5.158 4.166
H -1.865 4.293 2.746
H -0.341 5.175 2.632
H 0.911 1.848 2.826
H -0.830 2.928 0.921
H -1.402 1.784 1.988
O -1.149 3.791 -0.963
C -1.566 3.227 -1.994
O -1.754 2.005 -2.186
C -1.877 4.152 -3.176
C -1.072 5.256 -3.433
C -1.344 6.092 -4.506
C -2.444 5.848 -5.318
C -3.263 4.759 -5.054
C -2.973 3.911 -3.994
H -0.235 5.453 -2.774
H -0.701 6.941 -4.712
H -2.661 6.504 -6.154
H -4.125 4.570 -5.686
H -3.590 3.042 -3.797
C 1.468 2.633 -4.261
C 2.883 2.840 -3.711
C 2.849 3.197 -2.220
C 3.791 1.643 -3.924
C 4.961 1.801 -4.650
C 5.862 0.760 -4.843
C 5.565 -0.478 -4.281
C 4.410 -0.680 -3.549
C 4.045 -2.029 -2.968
C 3.209 -2.825 -3.976
C 5.237 -2.849 -2.481
C 3.466 0.379 -3.335
O 2.394 0.185 -2.650
H 0.935 3.584 -4.311
H 0.900 1.961 -3.624
H 1.506 2.204 -5.265
H 3.322 3.681 -4.260
H 2.485 2.341 -1.655
H 2.197 4.052 -2.017
H 3.858 3.427 -1.874
H 5.180 2.775 -5.082
H 6.775 0.910 -5.409
H 6.262 -1.299 -4.427
H 3.388 -1.825 -2.123
H 3.789 -3.043 -4.878
H 2.333 -2.238 -4.261
H 2.867 -3.771 -3.540
H 5.862 -3.184 -3.314
H 4.890 -3.736 -1.944
H 5.857 -2.256 -1.805
```

The orbital gap comes out at 0.20091 Eh. The value obtained for the relative energy (zero: lowest compared OMol25 entry of this formula, charge and spin) is 31.4 kcal per mole. Its spin multiplicity is 1. For the LUMO energy, the calculation gives 3.59 eV. The calculation puts the HOMO energy at -1.87 eV. Its net charge is -2.